Entry from the Open Molecules 2025 dataset: a cluster of 3 separate species, C2H11NO2S in total at a distorted geometry (the ωB97M-V functional and the def2-TZVPD basis).

Frontier orbital gap ... 0.3668 Eh
Maximum force ... 1.1 eV Å⁻¹
HOMO ... -9.2 eV
Electronic energy ... -18672.434 eV
Energy relative to the best compared isomer or geometry (same formula, charge and spin) ... 10.1 kcal/mol
SMILES ... NCCS.O.O
LUMO energy ... 0.75 eV

Geometry as ORCA input:
```
! wB97M-V def2-TZVPD RIJCOSX def2/J DEFGRID3
* xyz 0 1
C 0.85 0.12 -0.81
C 0.96 -1.34 -0.43
S 0.24 -1.58 1.23
N 1.85 0.62 -1.76
H -0.10 0.41 -1.20
H 0.86 0.75 0.09
H 0.45 -2.03 -1.10
H 2.01 -1.61 -0.39
H 0.62 -2.84 1.47
H 2.78 0.29 -1.58
H 1.55 0.45 -2.71
H 1.85 3.82 -3.51
H 2.04 2.39 -2.98
O 1.99 2.91 -3.80
H -5.83 1.33 4.34
H -4.93 0.20 4.79
O -5.71 0.38 4.26
*
```

Atom charges from the Mulliken analysis, given in e for atoms 1 to 2:
1. C -0.817
2. C -0.369

=====

Entry from the Open Molecules 2025 dataset: the ion C5H9IN3 with charge +1 at a distorted geometry (the ωB97M-V functional and the def2-TZVPD basis).

Frontier orbital gap ... 0.3136 Eh
Maximum force ... 3.9 eV Å⁻¹
HOMO ... -13.2 eV
Electronic energy ... -17891.256 eV
Energy relative to the best compared isomer or geometry (same formula, charge and spin) ... 92.2 kcal/mol
SMILES ... C#CN/C(=[NH+]/C)N(C)I
LUMO energy ... -4.69 eV

Geometry as ORCA input:
```
! wB97M-V def2-TZVPD RIJCOSX def2/J DEFGRID3
* xyz 1 1
C 1.23 1.42 -3.67
C 0.33 1.16 -2.90
C -0.57 0.43 -0.79
C -1.93 0.21 1.50
C 0.92 -1.13 0.51
N -0.66 1.03 -2.00
N -1.79 0.63 0.07
N 0.56 -0.18 -0.51
I -3.54 -0.02 -0.91
H 1.96 1.74 -4.41
H -1.24 0.68 2.19
H -2.95 0.65 1.93
H -1.99 -0.85 1.56
H 0.46 -0.71 1.43
H 1.97 -1.30 0.42
H 0.28 -1.96 0.04
H -1.55 1.64 -2.14
H 1.37 0.19 -0.98
*
```

Atom charges from the Mulliken analysis, given in e for atoms 1 to 2:
1. C -0.313
2. C -0.166

=====

Entry from the Open Molecules 2025 dataset: a cluster of 7 separate species, H14O7 in total at a distorted geometry (the ωB97M-V functional and the def2-TZVPD basis).

Frontier orbital gap ... 0.3907 Eh
Maximum force ... 2.3 eV Å⁻¹
HOMO ... -10.9 eV
Electronic energy ... -14559.648 eV
Energy relative to the best compared isomer or geometry (same formula, charge and spin) ... 41.8 kcal/mol
SMILES ... O.O.O.O.O.O.O
LUMO energy ... -0.24 eV

Geometry as ORCA input:
```
! wB97M-V def2-TZVPD RIJCOSX def2/J DEFGRID3
* xyz 0 1
O 2.14 0.27 -1.14
H 2.08 0.96 -0.52
H 1.57 -0.42 -0.78
O 1.99 -1.59 1.18
H 1.06 -1.37 1.09
H 2.13 -2.14 0.45
O -1.39 3.49 0.48
H -0.65 3.73 1.04
H -0.99 2.89 -0.12
O -0.54 -0.90 -2.54
H -0.49 -1.82 -2.88
H 0.24 -0.38 -2.80
O 0.70 1.32 1.35
H 0.31 1.41 2.23
H 1.20 2.13 1.22
O -0.44 -0.77 0.16
H -0.27 0.12 0.41
H -0.62 -0.81 -0.76
O -2.65 -2.42 0.72
H -3.43 -1.92 0.60
H -1.97 -1.78 0.59
*
```

Atom charges from the Mulliken analysis, given in e for atoms 1 to 2:
1. O -0.614
2. H 0.311

=====

Entry from the Open Molecules 2025 dataset: a cluster of 2 separate species, C6H12NO in total at a distorted geometry (the ωB97M-V functional and the def2-TZVPD basis).

Frontier orbital gap ... 0.2257 Eh
Maximum force ... 3.2 eV Å⁻¹
HOMO ... -11.8 eV
Electronic energy ... -9944.570 eV
Energy relative to the best compared isomer or geometry (same formula, charge and spin) ... 58.5 kcal/mol
LUMO energy ... -5.62 eV

Geometry as ORCA input:
```
! wB97M-V def2-TZVPD RIJCOSX def2/J DEFGRID3
* xyz 1 1
C -1.64 0.82 -0.98
C -1.84 0.45 -2.24
C -1.19 2.72 0.42
N -1.10 2.13 -0.73
H -1.81 0.25 -0.09
H -1.66 1.17 -3.08
H -2.14 -0.53 -2.53
H -0.76 3.74 0.49
H -1.62 2.19 1.29
H -0.71 2.66 -1.51
C 0.17 -0.83 1.05
C 1.36 -1.42 0.34
C 2.24 -2.23 1.04
O 3.31 -2.94 0.47
H -0.78 -1.22 0.68
H 0.18 -1.08 2.14
H 0.23 0.29 0.92
H 1.45 -1.31 -0.76
H 2.23 -2.31 2.14
H 4.09 -2.57 0.94
*
```

Atom charges from the Mulliken analysis, given in e for atoms 1 to 2:
1. C 0.097
2. C -0.840

=====

Entry from the Open Molecules 2025 dataset: a structure of composition C14H26BrClN3O3 at a distorted geometry (the ωB97M-V functional and the def2-TZVPD basis).

Frontier orbital gap ... 0.3129 Eh
Maximum force ... 5.8 eV Å⁻¹
HOMO ... -12.5 eV
Electronic energy ... -108102.738 eV
LUMO energy ... -4.02 eV

Geometry as ORCA input:
```
! wB97M-V def2-TZVPD RIJCOSX def2/J DEFGRID3
* xyz 1 1
C 4.19 0.75 1.18
C 2.95 0.04 1.86
C 2.02 1.16 2.49
C 2.20 -1.00 0.91
C 0.87 -0.45 0.25
N 0.12 -1.45 -0.58
C 0.25 -2.92 -0.51
C -1.22 -3.53 0.03
C -1.41 -3.45 1.67
O -1.13 -4.77 0.81
C -0.72 -0.95 -1.46
N -1.54 -1.67 -2.42
C -1.22 -0.95 -3.71
Cl -2.53 -1.58 -4.84
C -1.40 0.57 -3.17
Br -3.43 0.75 -3.24
N -1.02 0.49 -1.67
O -2.21 0.76 -1.02
C -2.01 1.61 0.13
C -1.41 3.03 -0.18
C -1.86 4.00 1.02
O 0.05 3.04 -0.16
H 3.93 1.42 0.31
H 5.01 0.01 0.92
H 4.64 1.42 1.98
H 3.36 -0.57 2.73
H 1.83 1.98 1.74
H 1.03 0.72 2.81
H 2.50 1.63 3.41
H 1.89 -1.88 1.56
H 2.92 -1.41 0.14
H 0.15 -0.08 1.04
H 1.17 0.39 -0.45
H 0.91 -3.29 0.31
H 0.47 -3.43 -1.48
H -2.17 -3.34 -0.63
H -0.56 -3.74 2.34
H -2.47 -3.83 1.84
H -1.26 -2.65 -2.61
H -0.20 -1.26 -4.06
H -0.92 1.37 -3.79
H -3.04 1.78 0.57
H -1.40 1.15 0.96
H -1.78 3.48 -1.15
H -2.87 3.72 1.45
H -1.90 5.07 0.69
H -1.12 3.91 1.88
H 0.33 3.94 0.10
*
```

Atom charges from the Mulliken analysis, given in e for atoms 1 to 2:
1. C -1.300
2. C 0.310

=====

Entry from the Open Molecules 2025 dataset: a cluster of 8 separate species, C32H59N5O6S3 in total at a distorted geometry (the ωB97M-V functional and the def2-TZVPD basis).

Frontier orbital gap ... 0.3916 Eh
Maximum force ... 3.7 eV Å⁻¹
HOMO ... -10.2 eV
Electronic energy ... -86379.091 eV
Energy relative to the best compared isomer or geometry (same formula, charge and spin) ... 0.0 kcal/mol
SMILES ... O=S1(=O)CCCC1.O=S1(=O)CCCC1.O=S1(=O)CCCC1.CCCC#N.CCCC#N.CCCC#N.CCCC#N.CCCC#N
LUMO energy ... 0.49 eV

Geometry as ORCA input:
```
! wB97M-V def2-TZVPD RIJCOSX def2/J DEFGRID3
* xyz 0 1
C 3.60 4.83 2.25
C 3.70 5.98 1.19
C 2.82 5.69 -0.11
S 3.18 3.87 -0.19
O 4.60 3.59 -0.48
O 2.23 3.16 -1.05
C 3.08 3.54 1.54
H 2.76 5.20 2.82
H 4.55 4.60 2.78
H 4.71 6.05 0.85
H 3.48 6.94 1.62
H 3.16 6.29 -1.01
H 1.73 5.70 0.06
H 3.65 2.63 1.73
H 2.01 3.51 1.73
C -1.01 -3.95 3.72
C -1.02 -4.72 2.34
C -1.56 -3.80 1.25
S -2.73 -2.77 2.00
O -4.05 -3.17 1.54
O -2.37 -1.40 1.84
C -2.43 -3.32 3.67
H -0.22 -3.18 3.75
H -0.92 -4.66 4.52
H -1.70 -5.54 2.38
H -0.02 -5.11 2.13
H -2.06 -4.48 0.49
H -0.81 -3.10 0.82
H -3.15 -4.09 3.92
H -2.54 -2.54 4.37
C -0.86 0.87 0.06
C -0.27 0.99 1.47
C 0.50 -0.25 1.79
S 1.27 -0.69 0.21
O 0.86 -2.06 -0.11
O 2.70 -0.53 0.22
C 0.44 0.57 -0.72
H -1.25 1.84 -0.19
H -1.66 0.14 -0.13
H -1.15 1.05 2.07
H 0.36 1.86 1.43
H -0.20 -1.06 2.01
H 1.27 -0.24 2.55
H 0.33 0.18 -1.77
H 1.04 1.49 -0.73
C 3.10 -5.79 -0.57
C 3.61 -4.30 -0.60
C 3.93 -3.66 0.74
C 2.89 -3.65 1.76
N 1.95 -3.68 2.38
H 3.10 -6.16 -1.55
H 2.12 -5.78 -0.18
H 3.70 -6.40 0.13
H 2.83 -3.71 -1.12
H 4.50 -4.26 -1.17
H 4.28 -2.68 0.54
H 4.72 -4.26 1.17
C -1.40 -4.01 -2.84
C -2.11 -2.65 -2.95
C -1.08 -1.64 -3.54
C -1.53 -0.23 -3.41
N -2.01 0.81 -3.35
H -0.95 -4.32 -3.76
H -2.06 -4.80 -2.65
H -0.61 -3.93 -2.04
H -2.41 -2.19 -2.04
H -3.03 -2.69 -3.56
H -0.98 -1.84 -4.64
H -0.10 -1.78 -3.11
C 2.79 -0.88 -3.18
C 3.66 0.46 -3.07
C 4.76 0.29 -2.07
C 5.62 -0.88 -2.26
N 6.39 -1.71 -2.45
H 3.45 -1.58 -3.74
H 1.88 -0.71 -3.72
H 2.60 -1.32 -2.19
H 3.06 1.29 -2.71
H 4.10 0.71 -3.98
H 4.36 0.38 -1.04
H 5.45 1.13 -2.28
C -3.22 6.25 0.07
C -3.52 5.17 1.12
C -2.50 4.90 2.30
C -1.14 4.64 1.88
N -0.11 4.49 1.35
H -3.04 7.25 0.56
H -4.02 6.41 -0.64
H -2.33 6.04 -0.53
H -3.57 4.25 0.55
H -4.53 5.31 1.50
H -2.98 4.08 2.89
H -2.43 5.75 2.99
C -5.06 0.30 -1.87
C -5.17 -0.65 -0.72
C -5.71 0.02 0.57
C -4.91 1.25 0.98
N -4.45 2.22 1.45
H -4.75 -0.19 -2.77
H -4.38 1.15 -1.62
H -6.10 0.64 -2.07
H -4.27 -1.12 -0.42
H -5.86 -1.46 -0.97
H -5.80 -0.62 1.45
H -6.75 0.42 0.38
*
```

Atom charges from the Mulliken analysis, given in e for atoms 1 to 2:
1. C -0.668
2. C -0.852